# C19H51NO8S7

9 unconnected molecules or ions with the total composition C19H51NO8S7 at a distorted geometry (wB97M-V/def2-TZVPD, the OMol25 dataset).

Element x y z (Å)
C: -11.796 4.577 -55.304
C: -11.925 3.471 -54.329
N: -12.078 2.557 -53.600
H: -11.577 4.222 -56.311
H: -10.894 5.124 -55.030
H: -12.699 5.187 -55.274
C: -8.253 0.933 -58.050
S: -7.248 2.423 -57.706
O: -6.957 2.670 -56.224
C: -5.754 1.887 -58.603
H: -7.758 -0.023 -57.881
H: -8.582 0.962 -59.089
H: -9.191 0.807 -57.510
H: -5.881 2.002 -59.680
H: -5.536 0.858 -58.318
H: -4.971 2.563 -58.260
C: -8.388 -3.846 -52.064
S: -8.289 -2.557 -50.727
O: -7.093 -2.938 -49.821
C: -7.884 -1.154 -51.842
H: -8.577 -4.832 -51.639
H: -7.424 -3.797 -52.572
H: -9.145 -3.662 -52.827
H: -6.827 -0.904 -51.748
H: -8.481 -0.316 -51.483
H: -8.276 -1.406 -52.827
C: -11.207 1.997 -47.576
S: -9.826 3.092 -47.056
O: -10.216 3.840 -45.793
C: -8.776 1.662 -46.525
H: -10.690 1.269 -48.201
H: -11.804 2.689 -48.170
H: -11.636 1.581 -46.664
H: -7.856 2.027 -46.068
H: -8.594 0.987 -47.362
H: -9.296 1.086 -45.760
C: -17.523 10.507 -55.158
S: -18.535 8.914 -54.947
O: -18.169 7.935 -56.051
C: -17.701 8.129 -53.419
H: -17.393 10.913 -56.161
H: -16.550 10.339 -54.695
H: -17.894 11.313 -54.524
H: -18.340 7.320 -53.065
H: -17.669 8.769 -52.537
H: -16.664 7.918 -53.678
C: -16.870 1.939 -55.833
S: -16.513 0.628 -57.053
O: -15.004 0.705 -57.120
C: -16.891 -0.895 -55.983
H: -17.902 1.772 -55.523
H: -16.782 2.980 -56.141
H: -16.307 1.786 -54.913
H: -17.920 -0.794 -55.639
H: -16.212 -1.042 -55.143
H: -16.945 -1.848 -56.510
C: -12.519 10.155 -60.163
S: -11.494 9.601 -58.722
O: -10.698 10.694 -58.091
C: -10.251 8.623 -59.659
H: -13.243 10.850 -59.737
H: -13.105 9.349 -60.604
H: -11.868 10.595 -60.918
H: -10.697 7.650 -59.870
H: -9.253 8.559 -59.226
H: -10.174 9.130 -60.620
C: -7.319 6.112 -51.359
S: -5.895 6.933 -52.239
O: -5.452 8.065 -51.219
C: -6.833 7.870 -53.491
H: -8.042 5.589 -51.984
H: -8.023 6.773 -50.854
H: -6.879 5.347 -50.720
H: -6.325 8.618 -54.100
H: -7.626 8.374 -52.938
H: -7.209 7.078 -54.139
C: -16.982 -0.873 -49.450
C: -16.848 0.566 -48.848
O: -16.527 0.736 -47.655
C: -17.099 1.756 -49.735
H: -16.615 -0.877 -50.476
H: -18.019 -1.209 -49.447
H: -16.371 -1.620 -48.942
H: -16.126 2.127 -50.058
H: -17.573 2.583 -49.206
H: -17.749 1.547 -50.585

- HOMO level (eV) = -8.766
- orbital gap (eV) = 8.67
- E_LUMO (hartree) = -0.00354
- total charge = 0